No. 1
{
  "formula": "C4H6O2",
  "method": "ωB97M-V/def2-TZVPD",
  "smiles": "CC(=O)CC=O",
  "total_energy_ha": -306.477319,
  "charge": 0,
  "relative_energy_kj_mol": 76.08,
  "e_lumo_ha": 0.027,
  "species": ["C", "C", "O", "C", "C", "O", "H", "H", "H", "H", "H", "H"],
  "xyz": [[1.690247, 0.474006, -0.640431], [0.411882, 0.679684, 0.130472], [0.061531, 1.765064, 0.539407], [-0.453085, -0.542830, 0.391426], [-1.912063, -0.275788, 0.063141], [-2.653714, -1.120147, -0.373328], [2.048606, -0.556980, -0.580807], [2.457759, 1.167240, -0.289634], [1.478696, 0.697524, -1.692700], [-0.128677, -1.448786, -0.129287], [-0.344029, -0.719170, 1.471156], [-2.246848, 0.767237, 0.231283]],
  "forces_ev_per_angstrom": [[0.107, 0.041, -0.041], [-0.025, 0.190, 0.087], [0.150, -0.348, -0.171], [-0.029, -0.116, -0.025], [-0.173, -0.137, -0.030], [0.325, 0.308, 0.184], [-0.050, 0.159, 0.017], [-0.134, -0.053, -0.076], [0.054, -0.039, 0.083], [-0.013, 0.194, 0.060], [-0.231, -0.041, -0.100], [0.018, -0.159, 0.012]],
  "lowdin_charge": [-0.0113, -0.4559, 0.0780, -0.0820, -0.2432, 0.0569, 0.0797, 0.0882, 0.0976, 0.1206, 0.1429, 0.1286]
}

---

No. 2
{
  "formula": "C4H6O2",
  "method": "ωB97M-V/def2-TZVPD",
  "total_energy_ha": -306.329427,
  "charge": 0,
  "relative_energy_kj_mol": 464.37,
  "e_lumo_ha": 0.025,
  "species": ["O", "C", "C", "C", "O", "C", "H", "H", "H", "H", "H", "H"],
  "xyz": [[0.804940, -0.902691, -1.510876], [0.074912, 0.121636, -1.090020], [0.773906, 1.067496, 0.896056], [0.020555, 0.071358, 1.356044], [-1.286314, -0.061956, 0.934321], [-1.193700, -0.463442, -0.429680], [1.542088, -0.520134, -2.010806], [1.851944, 1.045776, 1.020827], [0.337979, 1.946134, 0.434811], [0.394154, -0.746907, 1.976853], [-2.041675, -0.038198, -0.977209], [-1.236659, -1.561285, -0.489490]],
  "forces_ev_per_angstrom": [[0.013, 0.250, -0.124], [-0.280, -0.296, -0.428], [0.214, 0.372, 0.353], [0.189, -0.160, 0.177], [0.070, 0.134, -0.007], [-0.128, -0.036, -0.227], [-0.096, -0.214, 0.058], [-0.140, 0.098, 0.293], [0.122, -0.266, 0.020], [-0.046, 0.144, -0.202], [0.000, -0.140, 0.065], [0.082, 0.113, 0.022]],
  "lowdin_charge": [0.0070, -0.0820, -0.0048, -0.2336, -0.1045, -0.2178, 0.1084, 0.0801, 0.0800, 0.1286, 0.1188, 0.1199]
}

---

No. 3
{
  "formula": "C4H6O2",
  "method": "ωB97M-V/def2-TZVPD",
  "smiles": "OC1C=C1.C=O",
  "total_energy_ha": -306.345429,
  "charge": 0,
  "relative_energy_kj_mol": 422.36,
  "e_lumo_ha": 0.012,
  "species": ["O", "C", "C", "C", "H", "H", "H", "H", "C", "O", "H", "H"],
  "xyz": [[-0.611264, 0.812779, -1.449375], [-0.155875, 1.310536, -0.212810], [-0.237287, 0.586268, 1.090694], [0.943987, 0.701315, 0.557960], [-0.008676, 0.105192, -1.730782], [-0.267656, 2.389303, -0.197015], [-0.807714, 0.281867, 1.955334], [2.002306, 0.486344, 0.578410], [-0.218938, -1.667862, -0.140691], [0.807135, -1.577195, -0.777456], [-0.288552, -2.229456, 0.808013], [-1.157465, -1.199095, -0.482286]],
  "forces_ev_per_angstrom": [[0.104, -0.216, 0.048], [0.090, 0.589, 0.179], [0.329, 0.536, 0.249], [-0.099, 0.369, 0.353], [-0.096, 0.177, 0.028], [-0.052, 0.067, -0.204], [-0.064, -0.086, -0.199], [-0.172, -0.008, 0.066], [0.298, -0.553, -0.435], [-0.627, -0.673, -0.016], [0.196, -0.078, -0.091], [0.092, -0.123, 0.023]],
  "lowdin_charge": [-0.0527, -0.3405, -0.0339, -0.0090, 0.0677, 0.1244, 0.1081, 0.1166, -0.1529, -0.0268, 0.1001, 0.0988]
}

---

No. 4
{
  "formula": "C4H6O2",
  "method": "ωB97M-V/def2-TZVPD",
  "total_energy_ha": -306.383134,
  "charge": 0,
  "relative_energy_kj_mol": 323.36,
  "e_lumo_ha": 0.034,
  "species": ["C", "O", "C", "C", "C", "O", "H", "H", "H", "H", "H", "H"],
  "xyz": [[2.701013, 0.606046, -0.192590], [2.770694, -0.077033, 0.801843], [-0.384422, -0.543899, 0.543253], [-1.653829, -0.952978, 0.530648], [-1.915494, 0.171108, -0.437503], [-0.497413, 0.519883, -0.339114], [3.580856, 1.162038, -0.571023], [1.762618, 0.711536, -0.765820], [0.578650, -0.777050, 0.988073], [-2.241336, -1.727332, 0.998218], [-2.532372, 1.004074, -0.088833], [-2.168970, -0.096394, -1.467151]],
  "forces_ev_per_angstrom": [[0.065, -0.191, 0.288], [0.003, 0.317, -0.458], [0.079, -0.193, 0.183], [0.075, -0.013, 0.034], [-0.315, 0.092, -0.148], [0.044, 0.062, -0.040], [-0.059, -0.069, 0.071], [0.101, -0.023, 0.077], [-0.216, -0.005, -0.042], [0.114, 0.122, -0.068], [0.074, -0.119, -0.036], [0.034, 0.021, 0.138]],
  "lowdin_charge": [-0.1172, -0.0203, -0.1394, -0.0376, -0.1617, -0.1052, 0.0830, 0.0703, 0.1013, 0.0884, 0.1193, 0.1192]
}

---

No. 5
{
  "formula": "C4H6O2",
  "method": "ωB97M-V/def2-TZVPD",
  "smiles": "O=C/C=C/CO",
  "total_energy_ha": -306.449969,
  "charge": 0,
  "relative_energy_kj_mol": 147.89,
  "e_lumo_ha": 0.001,
  "species": ["O", "C", "C", "C", "C", "O", "H", "H", "H", "H", "H", "H"],
  "xyz": [[0.912855, -1.752369, -2.092207], [-0.144230, -1.643958, -1.506996], [-0.387312, -0.696923, -0.396752], [0.593628, 0.061117, 0.099062], [0.363933, 1.077054, 1.183753], [-0.971080, 1.528704, 1.234672], [-1.014881, -2.267247, -1.797130], [-1.392305, -0.636035, 0.015576], [1.596850, -0.040883, -0.314661], [1.071541, 1.912360, 1.067843], [0.567403, 0.626015, 2.162363], [-1.196401, 1.832163, 0.344478]],
  "forces_ev_per_angstrom": [[-0.468, 0.009, 0.245], [0.350, -0.051, -0.207], [0.131, 0.162, 0.088], [-0.151, -0.098, -0.041], [0.290, -0.095, 0.029], [-0.106, 0.126, -0.164], [0.132, 0.030, 0.005], [0.112, 0.001, -0.122], [-0.131, -0.019, 0.102], [-0.133, -0.114, -0.026], [0.047, 0.044, -0.123], [-0.073, 0.007, 0.214]],
  "lowdin_charge": [0.0336, -0.2721, -0.0663, -0.0475, -0.2634, -0.0701, 0.1143, 0.1085, 0.1211, 0.1190, 0.1289, 0.0941]
}

---

No. 6
{
  "formula": "C4H6O2",
  "method": "ωB97M-V/def2-TZVPD",
  "smiles": "C1O[C@H]1[C@H]1CO1",
  "total_energy_ha": -306.321589,
  "charge": 0,
  "relative_energy_kj_mol": 484.95,
  "e_lumo_ha": 0.036,
  "species": ["C", "O", "C", "C", "C", "O", "H", "H", "H", "H", "H", "H"],
  "xyz": [[1.917484, 0.593416, 0.007362], [2.188266, -0.300802, 0.991804], [0.703494, -0.422561, 0.093145], [-0.884165, -0.544285, 0.394482], [-1.887634, 0.352984, -0.218628], [-1.395646, -0.771757, -0.923085], [1.778418, 1.622237, 0.373923], [2.540998, 0.563351, -0.901406], [0.824436, -1.407650, -0.354501], [-1.281938, -1.291731, 1.107922], [-1.541146, 1.324123, -0.558470], [-2.962564, 0.282679, -0.012548]],
  "forces_ev_per_angstrom": [[-2.071, -0.347, -0.808], [-2.649, -1.089, 0.134], [1.943, 0.237, 1.098], [0.929, 0.222, -0.046], [0.170, 0.318, 0.069], [0.147, -0.070, 0.015], [-0.333, -0.234, -0.288], [-0.281, -0.133, 0.243], [0.809, 0.552, -0.424], [0.884, 0.509, -0.194], [-0.038, -0.049, -0.172], [0.488, 0.084, 0.373]],
  "lowdin_charge": [-0.2469, -0.1004, 0.0531, -0.2135, -0.1203, -0.0680, 0.1069, 0.1059, 0.1130, 0.1439, 0.1104, 0.1159]
}

---

No. 7
{
  "formula": "C4H6O2",
  "method": "ωB97M-V/def2-TZVPD",
  "smiles": "O=C1CCCO1",
  "total_energy_ha": -306.499111,
  "charge": 0,
  "relative_energy_kj_mol": 18.86,
  "e_lumo_ha": 0.032,
  "species": ["O", "C", "C", "C", "C", "O", "H", "H", "H", "H", "H", "H"],
  "xyz": [[-0.532755, -2.256461, 1.017068], [-0.182846, -1.273548, 0.434086], [-1.062984, -0.258911, -0.222146], [-0.166479, 0.939746, -0.003978], [1.232787, 0.367311, -0.189703], [1.124923, -0.952892, 0.349438], [-1.216907, -0.524847, -1.272271], [-2.033146, -0.207123, 0.276395], [-0.392533, 1.801754, -0.624757], [-0.309045, 1.174294, 1.108966], [2.008597, 0.894382, 0.369416], [1.530388, 0.296295, -1.242514]],
  "forces_ev_per_angstrom": [[-0.089, -0.290, 0.010], [-0.377, -1.587, 0.527], [0.122, 0.173, -0.127], [-0.363, 0.815, 1.337], [0.096, 0.238, -0.140], [0.012, 0.266, -0.111], [0.101, 0.055, 0.024], [0.228, -0.056, -0.097], [0.090, 0.132, 0.108], [0.371, 0.213, -1.519], [-0.123, -0.024, -0.107], [-0.069, 0.066, 0.093]],
  "lowdin_charge": [0.1276, -0.5198, -0.0918, -0.1636, -0.1622, 0.0282, 0.1343, 0.1305, 0.1133, 0.1497, 0.1262, 0.1277]
}

---

No. 8
{
  "formula": "C4H6O2",
  "method": "ωB97M-V/def2-TZVPD",
  "smiles": "O[C@@H]1OC12CC2",
  "total_energy_ha": -306.408239,
  "charge": 0,
  "relative_energy_kj_mol": 257.45,
  "e_lumo_ha": 0.036,
  "species": ["O", "C", "O", "C", "C", "C", "H", "H", "H", "H", "H", "H"],
  "xyz": [[2.260816, -0.817575, -0.093408], [1.186661, -0.333826, -0.792469], [0.930607, 1.063333, -0.664229], [-0.026605, 0.139091, -0.176535], [-0.800454, 0.106710, 1.077922], [-1.489835, 0.180585, -0.291577], [2.397258, -0.207765, 0.644408], [1.172466, -0.750268, -1.795472], [-0.870027, -0.830010, 1.625060], [-0.816169, 0.999528, 1.696076], [-1.922651, 1.138620, -0.563996], [-2.022069, -0.688421, -0.665777]],
  "forces_ev_per_angstrom": [[0.070, 0.130, 0.181], [-0.094, -0.212, -0.290], [0.137, 0.130, -0.075], [-0.336, -0.052, 0.199], [0.066, 0.007, 0.149], [-0.088, 0.008, -0.157], [0.040, -0.167, 0.068], [0.024, 0.147, -0.002], [0.102, 0.131, -0.098], [-0.032, -0.088, -0.123], [0.047, -0.116, 0.033], [0.064, 0.083, 0.115]],
  "lowdin_charge": [0.0504, -0.3137, 0.0623, -0.4137, -0.0411, -0.0457, 0.1135, 0.1602, 0.1056, 0.1077, 0.1103, 0.1042]
}

---

No. 9
{
  "formula": "C4H6O2",
  "method": "ωB97M-V/def2-TZVPD",
  "total_energy_ha": -306.387603,
  "charge": 0,
  "relative_energy_kj_mol": 311.63,
  "e_lumo_ha": 0.031,
  "species": ["C", "C", "O", "C", "O", "C", "H", "H", "H", "H", "H", "H"],
  "xyz": [[1.484555, 0.365932, 0.179783], [0.432607, -0.725900, -0.071326], [-0.683581, -0.658638, 0.828071], [-1.616658, 0.153044, 0.222662], [-1.263255, 0.163602, -1.205160], [-0.121608, -0.408197, -1.447548], [2.338092, 0.003809, 0.758579], [1.016832, 1.195026, 0.719527], [0.848785, -1.732058, 0.006436], [-2.622046, -0.266935, 0.302408], [-1.588291, 1.196213, 0.564807], [1.851796, 0.751744, -0.780819]],
  "forces_ev_per_angstrom": [[0.176, 0.128, -0.022], [0.205, -0.039, -0.195], [-0.027, -0.005, 0.004], [-0.248, 0.142, 0.091], [0.142, -0.263, -0.170], [-0.266, 0.108, 0.270], [-0.200, 0.040, -0.047], [0.083, -0.103, -0.067], [-0.043, 0.136, -0.111], [0.125, 0.076, 0.074], [0.028, -0.133, -0.095], [0.024, -0.087, 0.267]],
  "lowdin_charge": [-0.0352, -0.3753, -0.0683, -0.1774, -0.0377, 0.0305, 0.0805, 0.0880, 0.1447, 0.1375, 0.1349, 0.0780]
}

---

No. 10
{
  "formula": "C4H6O2",
  "method": "ωB97M-V/def2-TZVPD",
  "smiles": "CC(=O)CC=O",
  "total_energy_ha": -306.478225,
  "charge": 0,
  "relative_energy_kj_mol": 73.70,
  "e_lumo_ha": 0.018,
  "species": ["C", "C", "O", "C", "C", "O", "H", "H", "H", "H", "H", "H"],
  "xyz": [[-0.687783, 1.405671, -0.318725], [-0.597115, -0.046714, -0.714636], [-0.877559, -0.454944, -1.817306], [-0.098776, -1.010428, 0.369843], [1.401015, -0.842682, 0.534064], [1.902752, 0.117907, 1.067851], [0.229891, 1.718435, 0.189725], [-1.511424, 1.537637, 0.393327], [-0.874193, 2.017944, -1.202782], [-0.571952, -0.768413, 1.328259], [-0.347174, -2.030083, 0.068096], [2.032319, -1.644330, 0.102283]],
  "forces_ev_per_angstrom": [[-0.034, 0.047, -0.086], [-0.054, 0.002, -0.173], [0.095, 0.119, 0.368], [-0.039, -0.091, 0.043], [0.153, 0.353, 0.133], [-0.195, -0.469, -0.202], [-0.130, -0.054, -0.066], [0.109, -0.061, -0.082], [0.033, -0.086, 0.128], [0.068, 0.015, -0.141], [0.051, 0.139, 0.030], [-0.056, 0.087, 0.048]],
  "lowdin_charge": [-0.0087, -0.4441, 0.0880, -0.0818, -0.2424, 0.0518, 0.0791, 0.0944, 0.0876, 0.1297, 0.1182, 0.1281]
}

---

No. 11
{
  "formula": "C4H6O2",
  "method": "ωB97M-V/def2-TZVPD",
  "smiles": "O=C1CC(O)C1",
  "total_energy_ha": -306.454877,
  "charge": 0,
  "relative_energy_kj_mol": 135.00,
  "e_lumo_ha": 0.022,
  "species": ["O", "C", "C", "C", "O", "C", "H", "H", "H", "H", "H", "H"],
  "xyz": [[1.971063, -1.587543, -0.563923], [1.068960, -0.878198, -0.222192], [0.982149, 0.573618, 0.251667], [-0.526789, 0.476004, -0.042495], [-1.435721, 0.961263, 0.899312], [-0.446123, -1.045240, -0.214009], [1.228094, 0.684178, 1.310549], [1.529247, 1.321172, -0.324150], [-0.716776, 0.933930, -1.018351], [-1.935622, 1.606549, 0.399061], [-0.910516, -1.428798, -1.120545], [-0.807967, -1.616935, 0.645075]],
  "forces_ev_per_angstrom": [[-0.125, 0.160, 0.098], [0.369, -0.298, -0.134], [0.086, 0.047, -0.007], [0.136, -0.015, -0.422], [-0.129, 0.261, -0.022], [-0.069, -0.121, -0.116], [-0.128, -0.079, -0.001], [0.129, -0.134, 0.061], [-0.031, -0.017, 0.025], [-0.428, 0.257, 0.478], [0.120, -0.223, -0.002], [0.071, 0.162, 0.042]],
  "lowdin_charge": [0.1070, -0.3863, -0.0268, -0.3940, -0.0043, -0.0317, 0.1298, 0.1181, 0.1476, 0.0896, 0.1187, 0.1322]
}

---

No. 12
{
  "formula": "C4H6O2",
  "method": "ωB97M-V/def2-TZVPD",
  "total_energy_ha": -306.347558,
  "charge": 0,
  "relative_energy_kj_mol": 416.77,
  "e_lumo_ha": 0.023,
  "species": ["O", "C", "O", "C", "C", "C", "H", "H", "H", "H", "H", "H"],
  "xyz": [[2.464723, -1.651388, 0.381635], [2.257741, -0.752769, -0.305962], [1.208646, 0.654301, 0.261367], [-0.066581, 0.236771, 0.620552], [-0.949089, -0.470243, -0.377981], [-1.252070, 0.946154, 0.048655], [1.792969, 0.149512, -0.883481], [-0.139910, -0.093822, 1.655777], [-0.566934, -0.608996, -1.386622], [-1.597283, -1.271715, -0.034648], [-1.038966, 1.736352, -0.665351], [-2.113243, 1.125848, 0.686062]],
  "forces_ev_per_angstrom": [[-0.247, 0.980, -0.659], [0.427, -1.243, 0.606], [-0.108, 0.098, -0.077], [-0.109, -0.027, 0.202], [-0.041, -0.165, -0.153], [-0.093, 0.168, 0.014], [-0.064, 0.150, 0.073], [0.008, 0.040, -0.157], [-0.055, 0.044, 0.160], [0.132, 0.142, -0.025], [-0.011, -0.136, 0.104], [0.160, -0.051, -0.089]],
  "lowdin_charge": [0.1737, -0.0156, -0.1916, -0.4166, -0.1130, -0.1054, 0.1307, 0.1408, 0.0967, 0.0972, 0.1048, 0.0982]
}